Below is C28H26FNO5PtS2 as an isolated structure, with properties calculated with wB97M-V/def2-TZVPD.

The HOMO energy (alpha / beta) comes out at -13.307 / -13.307 eV. The charge is +2. Its HOMO-LUMO gap (alpha / beta) is 0.15495 / 0.15487 Ha.

XYZ file:
```
64
Properties=species:S:1:pos:R:3:forces:R:3:lowdin_charge:R:1
Pt -0.014 -0.984 -0.947 -0.1 0.0 0.1 1.3963
C 7.232 0.576 -0.183 0.0 0.0 0.0 -0.0343
C 6.323 1.600 0.472 0.0 0.0 0.0 -0.2792
C 6.748 1.911 1.896 0.0 0.0 0.0 -0.1351
C 5.901 3.039 2.458 0.0 0.0 0.0 -0.1156
C 4.437 2.721 2.320 0.0 0.0 0.0 -0.1154
C 3.511 3.315 3.144 0.0 0.0 0.0 0.0793
C 2.160 2.994 3.035 0.0 0.0 0.0 -0.2455
F 1.296 3.600 3.855 0.0 0.0 0.0 0.0941
C 1.702 2.077 2.136 0.0 0.0 0.0 0.0785
C 2.625 1.455 1.284 0.0 0.0 0.0 -0.0426
C 2.158 0.468 0.331 0.0 0.0 0.0 -0.2489
O 0.888 0.233 0.348 0.0 0.0 -0.1 -0.2037
C 3.118 -0.133 -0.489 0.0 -0.1 0.0 -0.0194
C 4.443 0.264 -0.363 0.0 0.0 0.0 0.0580
N 4.885 1.168 0.489 0.0 0.0 0.0 0.0616
C 3.987 1.786 1.364 0.0 0.0 0.0 -0.0493
C 2.898 -1.202 -1.515 -0.1 0.0 -0.1 -0.5318
O 3.825 -1.674 -2.123 0.0 0.0 0.0 0.1195
O 1.656 -1.609 -1.742 0.1 0.0 0.0 -0.2818
H 8.257 0.923 -0.068 0.0 0.0 0.0 0.0982
H 7.055 0.463 -1.252 0.0 0.0 0.0 0.0887
H 7.151 -0.398 0.301 0.0 0.0 0.0 0.1052
H 6.340 2.527 -0.110 0.0 0.0 0.0 0.1665
H 7.800 2.193 1.889 0.0 0.0 0.0 0.1316
H 6.654 1.010 2.508 0.0 0.0 0.0 0.1412
H 6.123 3.967 1.923 0.0 0.0 0.0 0.1377
H 6.133 3.219 3.507 0.0 0.0 0.0 0.1309
H 3.822 4.029 3.896 0.0 0.0 0.0 0.1449
H 0.655 1.823 2.081 0.0 0.0 0.0 0.1298
H 5.161 -0.207 -1.016 0.0 0.0 0.0 0.1347
C -10.590 1.575 2.210 0.0 0.0 0.0 -0.0411
C -9.381 0.999 1.557 0.0 0.0 0.0 -0.5857
O -9.297 0.207 0.690 0.0 0.0 0.0 0.1128
S -7.835 1.783 2.371 0.0 0.0 0.0 1.1654
C -6.437 1.182 1.635 0.0 0.0 0.0 -0.4620
C -6.377 0.221 0.575 0.0 0.0 0.0 -0.0182
C -5.174 -0.162 0.095 -0.1 0.0 0.0 0.0524
C -3.944 0.373 0.635 0.3 -0.1 -0.1 -0.1818
C -4.023 1.343 1.704 0.0 0.1 0.1 0.0401
C -5.223 1.730 2.180 0.1 0.0 0.0 -0.0709
C -2.755 -0.027 0.152 -0.5 0.1 0.2 0.0228
C -1.645 -0.429 -0.297 0.3 -0.1 -0.1 -0.1111
H -11.471 1.066 1.829 0.0 0.0 0.0 0.1083
H -10.646 2.641 1.977 0.0 0.0 0.0 0.1067
H -10.523 1.470 3.293 0.0 0.0 0.0 0.0987
H -7.287 -0.187 0.170 0.0 0.0 0.0 0.1057
H -5.104 -0.888 -0.703 0.0 0.0 0.0 0.1425
H -3.104 1.748 2.104 0.0 0.0 0.0 0.1401
H -5.293 2.457 2.979 0.0 0.0 0.0 0.1204
O -0.937 -2.278 -2.212 0.0 0.0 0.0 -0.6892
S -0.235 -2.553 -3.594 0.0 0.0 0.0 1.0552
C -1.603 -3.348 -4.486 0.0 0.0 0.0 -0.2838
C -1.202 -4.802 -4.737 0.0 0.0 0.0 -0.2130
C -0.345 -5.221 -3.548 0.0 0.0 0.0 -0.2140
C 0.670 -4.100 -3.375 0.0 0.0 0.0 -0.2985
H -1.811 -2.771 -5.385 0.0 0.0 0.0 0.0970
H -2.444 -3.262 -3.798 0.0 0.0 0.0 0.0993
H -0.625 -4.878 -5.660 0.0 0.0 0.0 0.1229
H -2.090 -5.420 -4.855 0.0 0.0 0.0 0.1251
H 0.156 -6.173 -3.715 0.0 0.0 0.0 0.1270
H -0.955 -5.317 -2.648 0.0 0.0 0.0 0.1225
H 1.429 -4.101 -4.161 0.0 0.0 0.0 0.1151
H 1.171 -4.033 -2.413 0.0 0.0 0.0 0.0952
```
Forces are in eV/Å.



Below is C31H22MgN6O2 as an isolated structure, with properties calculated with wB97M-V/def2-TZVPD.

The value obtained for the energy above the lowest of the compared OMol25 structures with the same formula, charge and spin is 166.35 kJ/mol. The HOMO energy comes out at 0.196 eV. The charge is -2. Its HOMO-LUMO gap is 0.16174 Ha.

XYZ file:
```
62
Properties=species:S:1:pos:R:3:forces:R:3:lowdin_charge:R:1
Mg 1.154 -0.112 -1.380 0.4 0.7 -0.2 0.7787
N 0.985 1.607 2.813 0.4 1.2 0.1 0.1299
C 0.793 0.771 1.772 1.4 0.1 -1.8 -0.1320
N 1.342 0.935 0.602 -0.5 1.0 0.8 0.0835
C 2.121 2.149 0.433 -0.9 -1.1 0.4 -0.3171
N 2.653 2.370 -0.714 1.5 1.2 -1.5 0.0269
N 2.346 1.584 -1.702 -1.0 -2.0 0.9 -0.1551
C 3.038 1.520 -2.883 0.8 2.1 -0.7 -0.1964
C 2.598 0.686 -3.859 -0.9 -0.7 1.3 -0.3027
C 3.097 0.672 -5.209 0.1 -0.5 -0.3 -0.0953
C 2.737 -0.349 -6.042 0.9 2.2 -0.2 -0.1661
C 1.825 -1.305 -5.604 0.1 -0.5 -0.3 -0.1773
C 1.242 -1.159 -4.391 -1.2 -0.1 1.0 -0.2105
N 1.512 -0.223 -3.454 1.1 0.2 -1.6 -0.0186
C 2.331 3.068 1.518 0.2 -0.5 0.6 -0.1371
C 3.194 4.142 1.470 0.2 2.6 -0.9 -0.0425
C 3.406 5.027 2.560 -0.6 -2.8 -0.3 -0.1171
C 2.901 4.695 3.811 -0.3 0.9 0.7 -0.1487
C 1.979 3.651 3.898 -0.2 -2.6 -0.8 -0.0497
C 1.753 2.812 2.767 -0.1 0.1 0.5 -0.1564
H 0.663 1.304 3.688 -0.7 -0.4 1.1 0.1195
H 0.242 -0.138 1.910 -0.4 -0.2 0.5 0.1008
H 3.765 2.326 -3.131 -0.3 -0.6 0.3 0.0956
H 3.786 1.467 -5.517 -0.3 -0.3 0.1 0.0900
H 3.013 -0.262 -7.091 0.2 -0.4 0.1 0.0815
H 1.627 -2.123 -6.248 -0.6 -0.7 -0.3 0.0593
H 0.380 -1.812 -4.211 0.4 0.0 0.5 0.1059
H 3.561 4.449 0.459 0.0 -0.5 1.1 0.1114
H 4.122 5.774 2.449 0.9 1.4 -0.2 0.0605
H 3.190 5.289 4.711 -0.4 -0.6 -0.8 0.0942
H 1.578 3.197 4.824 0.2 0.9 -0.2 0.1024
O 0.797 -3.327 0.554 0.0 -0.1 -0.4 0.0057
C 0.078 -2.407 0.177 -0.5 1.1 0.4 -0.5959
O 0.272 -1.662 -0.867 -0.3 -0.7 -0.1 -0.1370
C -1.026 -1.925 1.093 1.3 -1.8 -0.8 -0.2250
C -0.907 -2.268 2.390 0.1 0.9 2.4 -0.0650
C -1.577 -1.425 3.357 0.4 -2.5 0.7 -0.1052
C -2.240 -0.282 2.924 -0.3 0.6 -0.3 -0.2704
C -2.703 0.738 3.774 1.2 -0.3 1.5 -0.0833
C -2.903 2.022 3.315 0.4 -0.5 -0.2 -0.1207
C -2.726 2.312 1.944 -0.5 -0.7 1.5 -0.1294
C -2.543 1.275 1.078 0.1 -0.2 -1.3 -0.0544
C -2.362 -0.005 1.561 0.7 -0.2 -0.8 -0.1857
N -2.136 -1.140 0.712 -0.6 0.7 -0.8 -0.0277
H -0.112 -3.024 2.663 -1.1 1.0 -0.3 0.1295
H -1.629 -1.684 4.431 0.2 0.1 -0.6 0.0720
H -2.510 0.451 4.852 -0.8 0.9 -0.9 0.1125
H -3.081 2.774 4.050 -0.2 0.7 0.2 0.0723
H -2.708 3.284 1.564 -0.3 1.5 -0.3 0.0641
H -2.541 1.494 -0.008 0.2 -0.5 0.7 0.1206
C -2.979 -1.367 -0.245 -0.6 -0.4 0.0 0.0408
C -2.975 -2.713 -0.842 0.4 0.4 -1.7 -0.2537
C -3.099 -3.887 -0.125 0.2 -0.2 1.1 -0.0582
C -3.182 -5.140 -0.741 0.8 0.4 1.0 -0.1112
C -3.078 -5.239 -2.110 -0.4 1.0 -1.3 -0.1374
C -3.022 -4.074 -2.922 -0.1 0.9 1.5 -0.0859
C -2.982 -2.826 -2.251 0.2 -1.1 -0.6 -0.0546
H -2.990 -3.784 0.965 -0.3 -0.4 -0.4 0.1168
H -3.119 -6.003 -0.062 -0.3 0.2 -0.6 0.0970
H -3.056 -6.174 -2.616 0.0 -0.8 -0.1 0.0669
H -3.022 -4.079 -4.029 0.1 -0.3 0.8 0.0921
H -2.872 -1.925 -2.835 -0.1 0.2 -0.1 0.0931
```
Forces are in eV/Å.



Below is C3H6N2O2S as an isolated structure, with properties calculated with wB97M-V/def2-TZVPD.

The value obtained for the energy above the lowest of the compared OMol25 structures with the same formula, charge and spin is 334.09 kJ/mol. The HOMO energy comes out at -10.259 eV. The charge is 0. Its HOMO-LUMO gap is 0.39230 Ha.

XYZ file:
```
14
Properties=species:S:1:pos:R:3:forces:R:3:lowdin_charge:R:1
C -0.080 -1.460 1.078 0.7 -1.2 2.2 -0.2231
C 0.598 -0.175 1.086 0.2 3.3 -1.2 -0.1580
C -0.187 1.660 -0.371 -1.6 -2.5 -1.0 -0.0857
N -0.607 -1.916 0.039 0.3 -0.2 -1.2 0.0155
N 0.440 0.356 -0.311 0.0 0.0 1.9 -0.2862
O -1.520 -0.379 -1.847 3.2 -0.8 1.6 -0.3215
O 0.733 -1.408 -2.109 0.2 -0.2 0.5 -0.2638
S -0.228 -0.825 -1.233 -4.4 0.4 -2.0 0.6492
H 0.079 -2.035 2.013 -0.9 0.0 -0.6 0.1353
H 0.130 0.649 1.830 1.4 -2.2 -1.4 0.1830
H 1.687 -0.310 1.073 -0.1 0.0 1.5 0.1344
H -1.082 1.749 0.214 -0.8 -0.3 0.2 0.0945
H 0.420 2.397 -0.061 2.6 2.4 0.8 0.0541
H -0.382 1.696 -1.401 -0.8 1.2 -1.3 0.0721
```
Forces are in eV/Å.



Below is a 2-piece molecular cluster, C8H12N2O3 overall, with properties calculated with wB97M-V/def2-TZVPD.

The value obtained for the energy above the lowest of the compared OMol25 structures with the same formula, charge and spin is 348.83 kJ/mol. The HOMO energy comes out at -7.759 eV. The charge is 0. Its HOMO-LUMO gap is 0.30567 Ha.

XYZ file:
```
25
Properties=species:S:1:pos:R:3:forces:R:3:lowdin_charge:R:1
C 0.905 -1.743 1.273 1.1 0.7 0.1 -0.2148
C 1.580 -1.694 -0.025 0.8 -1.5 1.2 -0.1549
C -0.041 -0.862 1.545 -1.5 2.0 -0.4 0.0454
C 1.369 -0.872 -1.036 -0.8 -1.2 -1.6 -0.1926
C 3.919 0.743 -0.167 -0.2 0.1 0.3 -0.4323
C -0.344 0.668 -0.022 0.5 -1.3 0.7 -0.3524
C -2.317 -0.450 -0.944 0.0 -0.9 4.8 -0.0556
C -2.620 1.473 0.508 3.6 4.3 -3.2 -0.0367
N 0.350 0.061 -1.167 1.0 0.4 1.2 0.0564
N -1.672 0.693 -0.348 -1.7 2.0 0.9 -0.2204
O 4.791 0.020 -0.334 0.9 -0.8 -0.3 0.2289
O 3.069 1.494 0.033 -0.7 0.7 0.1 0.1958
O 0.124 1.945 0.449 0.8 -2.5 -0.1 -0.0056
H 1.417 -2.405 2.007 -0.9 0.2 -0.4 0.0986
H 2.275 -2.522 -0.123 0.2 0.3 -0.6 0.0942
H -0.628 -0.827 2.527 0.9 0.2 -1.5 0.0684
H 1.728 -1.145 -2.059 0.4 0.4 1.1 0.1367
H -1.819 -0.646 -1.798 0.8 -0.9 -3.3 0.0311
H -2.109 -1.378 -0.225 -0.7 1.5 -1.3 0.1297
H -3.376 -0.191 -0.950 0.1 -0.5 -0.6 0.0863
H -1.920 2.285 0.958 -1.7 -1.5 -0.2 0.1092
H -3.310 2.090 -0.190 0.8 -1.4 1.2 0.1167
H -3.082 0.878 1.188 -1.6 -1.6 2.1 0.0386
H 0.684 0.640 -1.924 -1.0 1.1 0.2 0.1328
H 1.026 1.747 0.826 -1.3 0.4 -0.6 0.0967
```
Forces are in eV/Å.



Below is C36H44CeN2Si as an isolated structure, with properties calculated with wB97M-V/def2-TZVPD.

The value obtained for the energy above the lowest of the compared OMol25 structures with the same formula, charge and spin is 0.00 kJ/mol. The HOMO energy (alpha / beta) comes out at -10.202 / -10.182 eV. The charge is +1. Its spin multiplicity is 2. Its HOMO-LUMO gap (alpha / beta) is 0.23339 / 0.23287 Ha.

XYZ file:
```
84
Properties=species:S:1:pos:R:3:forces:R:3:lowdin_charge:R:1
C 0.058 0.923 -3.080 0.0 -0.9 -0.2 -0.1655
C 1.293 0.208 -3.140 -0.4 -0.5 -0.5 -0.1944
C 1.087 -1.091 -2.573 -0.5 0.1 -0.9 -0.2039
H 2.229 0.570 -3.560 -0.3 -0.1 0.1 0.1150
C -0.281 -1.178 -2.156 0.0 0.1 -1.1 -0.1971
C -0.918 0.057 -2.497 0.4 -0.4 -0.5 -0.1854
H -1.978 0.274 -2.383 0.4 0.0 0.1 0.1180
H -0.109 1.943 -3.427 0.0 -0.3 0.1 0.1248
H 1.842 -1.871 -2.485 -0.2 0.3 0.0 0.1162
H -0.755 -2.039 -1.684 0.1 0.3 -0.2 0.1235
Ce 0.845 0.482 -0.629 1.5 2.0 1.2 1.1708
C 5.072 -0.231 0.542 0.7 0.6 0.3 -0.1962
H 4.609 -1.160 0.889 -0.1 0.3 -0.1 0.0146
H 5.239 0.421 1.414 0.2 -0.3 -0.1 0.0207
H 6.036 -0.528 0.088 -0.2 0.4 0.4 0.0436
Si 4.108 0.659 -0.834 0.4 -0.3 -0.1 0.4994
C 4.400 2.543 -0.895 0.5 0.4 0.4 -0.2988
C 3.759 3.225 -1.949 -0.4 0.4 0.3 -0.1515
H 3.451 2.674 -2.846 0.0 0.2 0.4 0.0993
C 3.377 4.557 -1.819 0.2 -0.3 -0.3 -0.0888
H 2.767 5.021 -2.592 0.3 0.0 0.0 0.1032
C 3.738 5.274 -0.679 0.1 -0.2 0.5 -0.0937
H 3.426 6.312 -0.563 0.1 -0.3 0.0 0.1031
C 4.487 4.638 0.313 0.1 0.3 -0.1 -0.0866
H 4.787 5.193 1.197 0.0 0.0 -0.1 0.1008
C 4.842 3.287 0.201 -0.3 0.1 -0.3 -0.0921
H 5.444 2.797 0.971 -0.3 0.2 -0.1 0.0981
C 4.893 0.054 -2.417 -0.1 -0.3 -0.2 -0.2767
C 5.512 0.899 -3.355 -0.2 -0.3 -0.4 -0.0870
H 5.705 1.952 -3.128 -0.2 -0.4 0.0 0.0990
C 5.852 0.409 -4.626 -0.1 -0.2 0.3 -0.0733
H 6.258 1.085 -5.393 -0.1 -0.4 0.4 0.1105
C 5.618 -0.940 -4.919 -0.1 -0.2 0.0 -0.0874
H 5.801 -1.322 -5.922 0.1 0.1 0.2 0.1016
C 5.143 -1.829 -3.940 0.0 0.4 0.2 -0.0800
H 4.990 -2.896 -4.145 0.2 0.5 -0.1 0.1067
C 4.812 -1.326 -2.677 0.0 0.1 -0.7 -0.1196
H 4.467 -2.017 -1.899 -0.1 0.3 -0.3 0.1004
H 3.037 -0.540 -0.490 -1.1 0.0 -0.4 -0.0318
H 2.624 1.392 -1.112 0.1 -0.3 -0.1 -0.0722
C -1.205 -5.370 2.813 0.0 0.0 -0.2 -0.0407
C -1.677 -4.052 3.446 -0.1 -0.1 0.1 -0.5646
C -3.207 -4.057 3.505 0.0 0.0 0.0 -0.0575
C -1.116 -3.951 4.872 0.0 0.2 0.1 -0.0320
C -1.144 -2.869 2.636 0.0 -0.1 0.3 -0.1211
C 0.216 -2.856 2.304 0.3 0.2 -0.4 0.0270
C 0.711 -1.828 1.513 -1.0 0.4 0.4 -0.0632
N -0.077 -0.790 1.121 -1.1 -1.4 1.7 -0.0775
C -1.401 -0.744 1.485 1.4 -1.3 0.4 -0.1503
C -1.949 -1.791 2.246 0.3 0.6 -0.5 0.0826
C -2.163 0.409 0.973 -0.7 1.4 -0.7 -0.1571
C -3.543 0.584 1.228 0.8 -0.2 -0.2 0.0784
C -4.249 1.612 0.593 -0.3 0.1 -0.1 -0.1252
C -3.535 2.504 -0.219 0.8 -0.4 0.0 0.0246
C -2.160 2.308 -0.392 -0.3 -0.4 0.5 -0.0764
N -1.472 1.284 0.171 -1.4 -0.1 0.6 -0.0076
C -5.774 1.765 0.690 0.0 0.0 0.1 -0.5656
C -6.125 3.196 1.117 0.1 0.1 0.2 -0.0409
C -6.388 1.498 -0.694 0.1 -0.2 -0.2 -0.0358
C -6.379 0.782 1.695 0.0 0.0 0.0 -0.0605
H -1.630 -6.220 3.360 0.1 0.2 -0.1 0.0971
H -0.115 -5.461 2.833 -0.2 -0.1 0.0 0.0780
H -1.539 -5.427 1.770 0.1 -0.1 0.1 0.0985
H -3.549 -4.950 4.042 0.1 0.2 -0.1 0.0968
H -3.583 -3.176 4.039 0.0 -0.2 -0.1 0.0865
H -3.632 -4.080 2.494 0.0 0.0 0.2 0.0960
H -0.020 -3.971 4.868 -0.2 0.0 0.1 0.0878
H -1.440 -3.013 5.340 0.1 -0.2 0.0 0.0959
H -1.479 -4.788 5.482 0.1 0.2 -0.1 0.0982
H 0.892 -3.650 2.640 -0.4 0.4 -0.2 0.1280
H 1.756 -1.799 1.186 -0.3 0.0 0.1 0.1117
H -3.007 -1.747 2.498 0.4 -0.2 0.0 0.1063
H -4.045 -0.117 1.902 0.1 0.4 -0.4 0.1069
H -4.031 3.329 -0.735 0.2 -0.3 0.2 0.1245
H -1.588 2.990 -1.023 -0.1 -0.2 0.1 0.1297
H -5.779 3.933 0.384 -0.1 -0.1 0.2 0.0805
H -7.213 3.293 1.217 0.2 0.0 0.0 0.0969
H -5.665 3.424 2.087 -0.1 0.1 -0.2 0.0983
H -6.143 0.483 -1.032 -0.1 0.2 0.0 0.0955
H -7.481 1.590 -0.639 0.2 0.0 0.0 0.0973
H -6.017 2.210 -1.442 -0.1 -0.2 0.1 0.0862
H -6.199 -0.254 1.386 -0.1 0.1 0.1 0.0884
H -5.960 0.944 2.694 -0.1 -0.1 -0.1 0.0942
H -7.463 0.940 1.746 0.2 -0.1 0.0 0.0966
```
Forces are in eV/Å.



Below is C3H5Br2NO3 as an isolated structure, with properties calculated with wB97M-V/def2-TZVPD.

The value obtained for the energy above the lowest of the compared OMol25 structures with the same formula, charge and spin is 153.37 kJ/mol. The HOMO energy comes out at -10.334 eV. The charge is 0. Its HOMO-LUMO gap is 0.37266 Ha.

XYZ file:
```
14
Properties=species:S:1:pos:R:3:forces:R:3:lowdin_charge:R:1
C 0.728 0.592 0.083 -2.4 -4.1 3.1 0.0824
C -1.814 0.111 -0.918 -1.0 1.3 -0.5 -1.0513
C -0.683 -0.731 -0.483 4.0 1.0 1.2 -0.5372
N -1.080 -1.402 0.822 0.2 1.2 -2.1 -0.4101
O -1.767 -0.705 1.476 -1.6 1.4 2.7 0.0755
O -0.762 -2.514 1.063 1.0 -2.2 0.1 0.1250
O -0.165 -1.616 -1.356 0.0 -2.4 0.0 -0.0144
Br -3.406 -0.922 -1.396 0.3 0.0 0.1 0.6836
Br -1.270 1.184 -2.453 -0.2 -0.1 0.1 0.7085
H 0.611 1.414 -0.507 -0.6 2.2 -1.4 -0.0481
H 0.423 0.739 1.196 0.7 0.0 -2.1 0.0881
H 1.743 0.197 -0.008 -0.5 -0.5 -0.1 0.0544
H -2.132 0.797 -0.107 0.4 -0.5 -0.8 0.0656
H -0.130 -2.592 -1.009 -0.3 2.7 -0.4 0.1779
```
Forces are in eV/Å.